Entry 1:
ORCA calculation (ωB97M-V/def2-TZVPD) on C12H23BClF2N3O2RuS as an isolated structure.

The value obtained for the electronic energy is -1963.7107 Ha. Its gap between HOMO and LUMO is 8.21 eV. The net charge is 0.

Geometry (Å):
Ru1 0.1212 -1.2526 0.6084
C1 -0.9739 -4.1364 -1.9868
N1 0.2351 -3.6312 -1.3597
C2 0.6275 -3.9556 -0.1210
S1 1.8847 -3.0568 0.6511
N2 0.0199 -4.9734 0.4859
C3 0.2936 -5.3779 1.8555
H1 -1.0714 -3.6667 -2.9606
H2 -1.8602 -3.8925 -1.3951
H3 -0.9129 -5.2159 -2.1413
H4 0.6168 -2.7636 -1.7106
H5 -0.7661 -5.3992 0.0246
H6 0.2595 -4.5143 2.5172
H7 1.2747 -5.8423 1.9388
H8 -0.4696 -6.0932 2.1518
Cl1 0.1343 0.5861 3.2243
C4 1.0451 0.1799 1.6969
H9 2.0012 -0.2102 2.0461
H10 1.1958 1.1286 1.1893
F1 -2.5282 -0.0702 1.1142
C5 -1.7162 -1.1691 1.3516
F2 -2.3911 -2.2301 0.7061
H11 -1.7961 -1.3714 2.4243
N3 -0.0486 -0.5977 -1.3283
C6 -0.4834 0.2910 -0.6450
C7 -2.0989 4.1959 -1.9014
C8 -2.5950 3.4036 -0.7009
C9 -4.0773 3.6270 -0.4885
O1 -2.3797 1.9981 -1.0162
B1 -1.2152 1.6470 -0.4087
O2 -0.6766 2.6008 0.3991
C10 -1.7144 3.6097 0.5743
C11 -2.4379 3.2680 1.8671
C12 -1.0509 4.9670 0.6766
H12 -2.6353 3.8591 -2.7885
H13 -1.0327 4.0338 -2.0656
H14 -2.2756 5.2638 -1.7712
H15 -4.6074 3.4555 -1.4255
H16 -4.2639 4.6547 -0.1701
H17 -4.4778 2.9464 0.2596
H18 -2.9073 2.2864 1.8099
H19 -3.1973 4.0167 2.0968
H20 -1.7098 3.2413 2.6777
H21 -0.3993 5.1630 -0.1722
H22 -0.4505 5.0040 1.5856
H23 -1.8057 5.7540 0.7325

Atoms 1-2, force components in eV/Å:
Ru 0.062 0.022 0.078
C 0.022 -0.018 0.008

=====

Entry 2:
ORCA calculation (ωB97M-V/def2-TZVPD) on a 2-piece molecular cluster, CH4NO overall in a non-equilibrium geometry.

The value obtained for the electronic energy is -170.4399 Ha. Its gap between HOMO and LUMO is 6.62 eV. The net charge is -1.

Geometry (Å):
N1 -0.9356 -0.3902 0.2980
C1 -1.1856 0.9179 0.0979
O1 1.7382 -1.3068 0.2989
H1 0.7208 -1.0358 0.2720
H2 2.0809 -1.0841 -0.5706
H3 -2.0213 1.2291 -0.5206
H4 -0.3973 1.6699 0.1243

Atoms 1-2, force components in eV/Å:
N -0.869 4.432 -0.626
C 1.738 -5.711 -0.271